Entry 1:
# C11H13ClO2

A cluster of 2 separate species, C11H13ClO2 in total (ωB97M-V with the def2-TZVPD basis set, the Open Molecules 2025 dataset).

net charge = 0
ΔE to the lowest compared entry with this formula, charge and spin = 131.72 kcal/mol
E_HOMO (spin up / spin down) = -7.418 / -7.918 eV

Geometry as XYZ:
```
27
Properties=species:S:1:pos:R:3:mulliken_charge:R:1
C -2.85 -0.13 -1.31 -0.46
C -2.18 1.09 -1.26 -0.80
C -2.66 -0.97 -0.23 -0.28
C -1.27 1.38 -0.24 -0.36
C -1.82 -0.70 0.79 -0.36
C -1.08 0.52 0.86 0.63
C 0.06 0.75 1.67 -0.24
C 0.36 0.25 2.86 -0.93
C 1.27 -2.39 0.35 -0.58
C 2.44 1.12 -2.00 -0.79
C 1.45 -0.09 -0.22 0.41
O 1.13 -1.34 -0.48 -0.21
O 1.27 0.85 -1.14 -0.14
Cl 2.86 0.18 0.91 -0.19
H -3.62 -0.45 -2.02 0.40
H -2.25 1.65 -2.11 0.43
H -2.97 -2.11 -0.18 0.19
H -0.69 2.19 -0.33 0.60
H -1.78 -1.43 1.59 0.24
H 0.64 1.59 1.18 0.41
H -0.37 -0.41 3.33 0.23
H 0.86 -3.31 -0.02 0.29
H 1.11 0.71 3.44 0.32
H 2.03 -2.33 1.09 0.33
H 3.33 1.32 -1.32 0.31
H 2.24 1.92 -2.75 0.22
H 2.46 0.13 -2.49 0.33
```

Entry 2:
# C19H68O21P

A cluster of 16 separate species, C19H68O21P in total (ωB97M-V with the def2-TZVPD basis set, the Open Molecules 2025 dataset).

net charge = -1
E_HOMO = -5.856 eV

Geometry as XYZ:
```
109
Properties=species:S:1:pos:R:3:mulliken_charge:R:1
C 1.94 1.21 -0.49 -0.85
C 0.84 1.71 -1.41 -0.70
C -0.50 1.17 -0.95 -0.34
O -0.88 1.81 0.31 -0.11
P -2.38 2.28 0.47 0.74
O -2.57 2.93 1.78 -0.79
O -2.69 3.33 -0.69 -0.50
O -3.36 1.07 0.31 -0.18
C -3.55 0.27 -0.95 0.57
O -3.61 -0.93 -0.69 -0.63
O -3.63 0.92 -1.97 -0.66
H 1.87 1.64 0.51 0.16
H 2.95 1.37 -0.88 0.44
H 1.79 0.13 -0.38 0.10
H 0.98 1.31 -2.41 0.21
H 0.82 2.81 -1.47 0.33
H -1.27 1.30 -1.72 0.72
H -0.39 0.11 -0.74 0.04
H -1.95 3.47 -1.28 0.38
C 4.40 -0.19 2.71 -0.64
O 3.69 0.90 2.15 -0.40
H 4.15 -1.08 2.13 0.32
H 5.48 -0.02 2.66 0.32
H 4.11 -0.36 3.75 0.20
H 3.91 1.67 2.68 0.20
C -5.40 -0.34 2.22 -0.37
O -6.20 -1.29 1.52 -0.52
H -5.91 -0.09 3.15 0.35
H -4.42 -0.77 2.46 0.12
H -5.25 0.55 1.63 0.15
H -5.72 -1.50 0.71 0.31
C 0.37 -1.13 1.92 -0.33
O 0.85 -1.66 0.68 -0.48
H 0.51 -0.05 1.92 0.20
H -0.69 -1.35 2.04 0.11
H 0.92 -1.55 2.76 0.26
H 0.72 -2.61 0.73 0.22
C -1.41 -1.00 -3.97 -0.39
O -0.26 -1.14 -3.14 -0.33
H -2.16 -0.45 -3.40 0.17
H -1.16 -0.45 -4.88 0.17
H -1.82 -1.98 -4.24 0.24
H 0.42 -1.62 -3.61 0.15
C -0.30 5.50 3.46 -0.48
O 0.27 5.50 2.16 -0.51
H 0.41 5.98 4.14 0.15
H -1.24 6.07 3.48 0.30
H -0.50 4.48 3.80 0.25
H -0.38 5.08 1.59 0.30
C -0.01 0.48 -8.10 -0.69
O 0.21 -0.29 -6.93 -0.36
H -0.88 1.10 -7.93 0.26
H 0.84 1.13 -8.34 0.31
H -0.20 -0.17 -8.96 0.29
H 0.98 -0.85 -7.06 0.25
C 6.57 -2.54 5.28 -0.59
O 6.63 -1.47 4.34 -0.42
H 5.93 -2.21 6.10 0.22
H 6.13 -3.44 4.84 0.27
H 7.56 -2.79 5.68 0.28
H 7.18 -1.74 3.61 0.26
C 5.27 2.42 5.60 -0.44
O 4.20 2.81 4.75 -0.39
H 5.53 1.40 5.34 0.05
H 6.15 3.06 5.47 0.27
H 4.97 2.46 6.65 0.29
H 3.96 3.72 4.97 0.23
C -9.77 -2.12 1.35 -0.46
O -9.22 -3.43 1.24 -0.52
H -10.80 -2.15 1.02 0.24
H -9.74 -1.77 2.38 0.22
H -9.21 -1.42 0.73 0.21
H -8.31 -3.37 1.52 0.32
C -2.23 -3.31 0.62 0.07
O -1.16 -3.88 1.38 -0.50
H -2.15 -2.22 0.64 -0.18
H -2.18 -3.62 -0.42 -0.02
H -3.20 -3.59 1.04 0.36
H -1.25 -4.84 1.34 0.27
C 1.65 -3.87 -6.03 -0.50
O 0.98 -2.92 -6.86 -0.47
H 2.72 -3.73 -6.19 0.23
H 1.43 -3.71 -4.98 0.18
H 1.38 -4.89 -6.30 0.26
H 0.03 -3.01 -6.73 0.27
C -0.09 3.09 -11.03 -0.56
O 1.10 2.97 -10.26 -0.49
H -0.79 3.66 -10.43 0.22
H 0.08 3.61 -11.97 0.29
H -0.53 2.11 -11.24 0.25
H 1.73 2.45 -10.77 0.29
C 3.54 6.41 3.91 -0.42
O 4.63 6.31 4.82 -0.54
H 2.72 6.93 4.42 0.17
H 3.82 6.98 3.02 0.28
H 3.19 5.42 3.61 0.19
H 5.35 5.86 4.37 0.30
C 0.09 -0.71 6.31 -0.58
O 0.60 -1.28 5.12 -0.42
H 0.26 0.36 6.25 0.20
H -0.98 -0.89 6.42 0.27
H 0.60 -1.09 7.20 0.26
H 0.46 -2.23 5.15 0.26
C -1.36 -6.13 -1.36 -0.55
O -1.45 -6.77 -0.09 -0.53
H -2.20 -5.46 -1.44 0.21
H -0.43 -5.55 -1.43 0.28
H -1.40 -6.86 -2.18 0.34
H -0.71 -7.37 0.01 0.29
```

Entry 3:
# C43H42N2O5

A cluster of 3 separate species, C43H42N2O5 in total (ωB97M-V with the def2-TZVPD basis set, the Open Molecules 2025 dataset).

net charge = 0
E_HOMO = -9.462 eV

Geometry as XYZ:
```
92
Properties=species:S:1:pos:R:3:mulliken_charge:R:1
C 4.92 4.73 -2.52 -0.65
O 3.80 3.82 -2.20 -0.37
C 2.91 3.67 -3.38 -0.21
C 3.55 2.60 -4.47 -0.40
C 4.30 1.30 -3.76 -0.73
C 3.32 0.47 -2.73 -0.03
C 2.26 -0.52 -3.56 -0.60
C 0.87 0.31 -3.83 0.29
C -0.46 -0.37 -3.08 -0.67
C -1.63 0.77 -2.77 0.24
C -2.77 0.57 -3.96 -0.62
C -4.25 1.15 -3.59 -0.74
C -4.38 2.77 -3.50 0.32
C -4.40 3.34 -1.93 -0.03
N -4.65 3.71 -0.70 -0.63
C -3.26 3.62 -4.35 -0.52
C -2.14 4.32 -3.33 0.18
N -1.49 4.80 -2.33 -0.46
H 4.84 5.70 -1.83 0.24
H 5.96 4.23 -2.32 0.23
H 4.94 5.09 -3.65 0.28
H 1.83 3.36 -3.01 -0.06
H 2.80 4.72 -3.91 0.38
H 2.79 2.27 -5.31 0.25
H 4.43 3.20 -5.02 0.30
H 4.69 0.63 -4.65 0.38
H 5.25 1.62 -3.13 0.25
H 2.76 1.22 -2.02 0.20
H 4.03 -0.18 -2.03 -0.03
H 2.79 -0.85 -4.55 0.31
H 2.02 -1.42 -2.82 0.23
H 0.66 0.55 -4.97 0.20
H 1.00 1.37 -3.29 -0.48
H -0.82 -1.23 -3.79 0.28
H -0.12 -0.92 -2.07 0.26
H -2.12 0.56 -1.71 0.26
H -1.08 1.80 -2.80 -0.16
H -2.33 0.93 -4.99 0.09
H -2.89 -0.61 -4.07 0.41
H -5.07 0.72 -4.30 0.29
H -4.50 0.74 -2.49 0.29
H -5.44 3.05 -3.98 0.47
H -3.84 4.54 -4.83 0.35
H -2.76 3.05 -5.24 0.31
O -3.65 0.60 3.76 -0.69
C -4.84 0.51 4.05 0.57
C -5.27 -0.29 5.22 0.16
C -4.30 -0.93 6.00 -0.55
C -4.69 -1.66 7.13 -0.45
C -6.04 -1.74 7.48 -0.45
C -7.00 -1.11 6.69 -0.56
C -6.62 -0.39 5.55 0.21
C -7.64 0.26 4.71 0.65
O -8.83 0.12 4.97 -0.68
C -7.22 1.07 3.55 0.21
C -8.18 1.72 2.77 -0.49
C -7.79 2.52 1.70 -0.72
C -6.43 2.68 1.40 -0.37
C -5.47 2.02 2.18 -0.80
C -5.86 1.21 3.25 0.25
H -3.25 -0.87 5.74 0.45
H -3.94 -2.15 7.74 0.39
H -6.34 -2.29 8.36 0.39
H -8.06 -1.18 6.96 0.45
H -9.24 1.61 3.00 0.45
H -8.54 3.03 1.09 0.40
H -6.12 3.31 0.57 0.76
H -4.41 2.15 1.94 0.51
O 5.57 -3.58 -0.85 -0.69
C 5.57 -3.76 0.36 0.46
C 4.76 -2.90 1.24 -0.02
C 3.96 -1.89 0.68 -0.39
C 3.16 -1.09 1.50 -0.35
C 3.15 -1.31 2.88 -0.58
C 3.95 -2.30 3.44 -0.61
C 4.76 -3.09 2.62 0.42
C 5.62 -4.13 3.23 0.63
O 5.67 -4.27 4.44 -0.68
C 6.42 -5.00 2.34 0.14
C 7.21 -6.01 2.90 -0.54
C 7.95 -6.87 2.08 -0.44
C 7.89 -6.71 0.69 -0.46
C 7.11 -5.70 0.13 -0.52
C 6.38 -4.84 0.96 0.17
H 3.96 -1.72 -0.39 0.46
H 2.54 -0.31 1.07 0.48
H 2.51 -0.70 3.52 0.40
H 3.94 -2.46 4.52 0.45
H 7.26 -6.14 3.98 0.45
H 8.56 -7.65 2.51 0.39
H 8.45 -7.39 0.05 0.39
H 7.08 -5.58 -0.95 0.45
```

Entry 4:
# C5H11NO

The molecule C5H11NO (ωB97M-V with the def2-TZVPD basis set, the Open Molecules 2025 dataset).

net charge = 0
ΔE to the lowest compared entry with this formula, charge and spin = 91.60 kcal/mol
E_HOMO = -7.220 eV

Geometry as XYZ:
```
18
Properties=species:S:1:pos:R:3:mulliken_charge:R:1
C -0.85 -1.13 -0.81 -1.41
C -0.64 0.28 -0.29 0.50
C -1.50 0.60 0.92 -1.49
N 0.82 0.47 0.09 0.05
C 1.62 -0.46 1.09 -0.94
C 1.68 0.76 -1.05 -0.13
O 1.30 0.77 -2.18 -0.43
H -0.53 -1.87 -0.07 0.34
H -1.92 -1.29 -1.02 0.40
H -0.30 -1.30 -1.74 0.36
H -0.84 1.00 -1.09 0.32
H -1.30 1.61 1.31 0.38
H -2.56 0.56 0.64 0.41
H -1.34 -0.12 1.73 0.34
H 0.86 -0.64 1.86 0.20
H 1.81 -1.40 0.56 0.24
H 0.98 1.24 0.74 0.38
H 2.71 0.92 -0.70 0.47
```